Computed, not measured: a 10-piece molecular cluster, C30H60O24 overall, with wB97M-V/def2-TZVPD.

```
114
Properties=species:S:1:pos:R:3:forces:R:3
C 0.935090 2.066475 2.338071 -0.2 0.4 -1.0
O 0.753649 3.168758 3.231781 0.2 -0.7 1.0
C 0.549410 4.351814 2.698012 0.3 0.4 0.2
O 0.575972 4.633806 1.536563 0.0 0.0 -1.0
O 0.338315 5.224002 3.680737 0.5 0.3 0.6
C 0.261218 6.610768 3.298256 -1.9 -0.5 0.2
H 1.049718 1.129514 2.863533 0.0 0.3 0.7
H 1.830861 2.213034 1.742384 -0.1 0.0 -0.2
H 0.055822 2.015257 1.696318 0.1 -0.1 -0.1
H 0.077639 7.164292 4.215743 0.6 -0.1 0.1
H -0.701837 6.692293 2.779476 0.5 0.3 -0.5
H 1.100508 6.969540 2.717453 0.1 -0.1 0.0
C 4.833084 2.367777 2.948973 0.4 0.7 -0.1
O 3.917320 1.293074 2.884658 -0.5 0.6 0.4
C 4.321015 0.152155 2.357800 -0.4 -0.2 -0.5
O 5.433319 -0.163699 2.084263 1.3 -0.1 -0.2
O 3.244022 -0.576291 2.140412 -1.3 -0.2 0.0
C 3.389832 -1.814654 1.442129 0.9 0.3 -0.4
H 5.412617 2.471430 2.032278 0.1 -0.3 0.0
H 5.498169 2.302284 3.808065 0.0 -0.2 0.0
H 4.247450 3.280789 3.044252 -0.2 -0.1 0.1
H 3.691834 -1.635146 0.405633 0.1 0.1 0.1
H 2.419827 -2.297800 1.412971 0.0 -0.1 0.5
H 4.190758 -2.368106 1.932754 -0.3 -0.4 -0.1
C 3.422519 -0.318971 -2.816891 -0.5 0.6 -0.1
O 4.548381 -1.169497 -2.711993 -0.6 -1.4 0.3
C 5.749458 -0.752222 -3.030996 0.4 0.8 -0.6
O 6.022326 0.286992 -3.566126 0.0 0.6 -0.2
O 6.634779 -1.678642 -2.702611 -0.3 -0.8 0.4
C 7.986097 -1.455531 -3.044401 0.6 0.9 0.0
H 3.294779 0.157830 -3.789553 0.6 0.2 0.0
H 3.476157 0.400948 -2.004012 -0.2 0.3 -0.2
H 2.512226 -0.905624 -2.708450 0.3 -0.4 0.4
H 8.153463 -1.451997 -4.121446 -0.2 -0.5 0.0
H 8.548995 -2.211724 -2.510306 0.0 -0.2 -0.3
H 8.346667 -0.474354 -2.723630 -0.3 0.0 0.2
C -0.650677 3.191431 -1.047551 1.2 -0.1 1.2
O -1.492713 3.208151 -2.174434 -0.2 0.8 -0.6
C -2.568274 2.449436 -2.171463 0.3 -0.9 0.7
O -2.980766 1.805182 -1.231030 -0.2 0.2 -0.1
O -3.070915 2.430814 -3.392372 0.4 0.3 -0.5
C -4.329497 1.825999 -3.580348 -1.1 0.1 -0.2
H -1.159087 2.909460 -0.126850 -0.2 -0.4 -0.2
H -0.191914 4.148879 -0.802549 -0.5 0.4 -0.7
H 0.199526 2.541451 -1.255004 -0.2 -0.3 0.1
H -4.608738 2.018232 -4.613793 0.1 0.1 0.0
H -5.063156 2.319473 -2.942349 -0.1 -0.1 0.1
H -4.387956 0.752100 -3.424700 0.5 -0.1 0.3
C -1.945597 -4.320445 3.830912 0.1 -0.6 -0.4
O -1.490996 -3.164392 4.526666 -0.7 -0.1 0.3
C -0.388189 -2.624697 4.063645 -0.1 0.2 0.7
O 0.194248 -2.963438 3.074370 0.6 -0.3 -0.7
O -0.016202 -1.665775 4.909362 0.2 0.4 -0.1
C 1.301486 -1.147229 4.658893 0.0 -0.3 -0.2
H -2.802636 -4.705280 4.369940 -0.1 0.1 0.1
H -1.163107 -5.078461 3.811941 0.0 0.0 0.1
H -2.212001 -4.128817 2.793874 -0.1 0.3 0.0
H 1.491217 -1.043189 3.593517 -0.1 0.0 0.1
H 2.007425 -1.873988 5.062646 0.2 0.3 0.1
H 1.382549 -0.175617 5.134412 -0.1 -0.1 0.2
C -5.977114 -3.982893 -2.865292 0.2 0.3 -0.9
O -5.867483 -3.422811 -1.570967 -0.5 -0.9 0.1
C -5.077696 -2.376764 -1.444564 -0.1 0.1 0.8
O -4.329934 -1.945385 -2.267402 0.7 0.5 -1.1
O -5.244831 -1.904760 -0.226817 -0.2 0.2 0.5
C -4.588852 -0.664534 0.089469 0.0 -0.1 -0.3
H -6.457087 -4.951951 -2.797764 -0.2 0.1 0.3
H -5.018629 -4.113956 -3.371270 0.1 0.1 0.3
H -6.557922 -3.297338 -3.486542 -0.1 -0.2 0.0
H -4.826272 -0.509405 1.134733 0.2 0.2 0.0
H -4.972175 0.141035 -0.538997 0.0 -0.1 0.1
H -3.516629 -0.737087 -0.087941 0.0 0.0 0.2
C -0.152969 0.172572 -4.930556 -1.2 -0.4 -0.7
O 0.252002 1.348797 -4.269986 0.8 -0.5 0.7
C 0.502566 2.439136 -4.976106 -0.5 0.7 -0.5
O 0.321178 2.593825 -6.153001 0.2 -0.2 -0.2
O 0.912348 3.360041 -4.119819 0.5 -0.3 1.1
C 1.276507 4.653706 -4.540774 -1.0 0.6 -1.1
H -1.246949 0.157465 -4.889649 0.0 -0.2 -0.1
H 0.204406 -0.715707 -4.416322 0.3 0.3 0.2
H 0.129885 0.103912 -5.980815 0.2 0.4 0.1
H 2.351523 4.799803 -4.541146 0.1 -0.1 0.1
H 0.755078 5.373895 -3.911843 0.3 -0.1 0.4
H 0.860824 4.847320 -5.533509 0.4 -0.2 -0.1
C -0.410023 -0.706968 1.051953 0.3 -0.3 -0.4
C 0.143995 -0.287270 -0.290383 -1.4 0.0 0.7
C -0.637072 -0.802069 -1.473674 1.0 0.7 -0.7
O 1.107162 0.436498 -0.371256 0.4 0.0 -0.3
H -1.440170 -0.432218 1.286937 0.0 0.3 -0.4
H 0.245516 -0.309733 1.813581 0.0 -0.3 0.2
H -0.415820 -1.798357 1.036431 0.2 0.0 0.3
H -1.575141 -0.248795 -1.557021 -0.2 -0.2 0.2
H -0.798216 -1.873910 -1.418975 -0.3 0.0 0.1
H -0.060257 -0.550949 -2.369262 -0.1 -0.2 0.1
C -0.558876 -6.952641 -0.884708 0.3 -0.1 0.1
C -0.941607 -5.936612 0.165737 0.6 -0.3 -0.3
C -0.086440 -4.683118 0.237628 -1.0 -0.4 -0.1
O -1.897134 -6.126866 0.872934 -0.3 0.2 0.4
H -1.020165 -7.912650 -0.669218 -0.3 0.1 -0.1
H 0.520610 -7.114798 -0.909058 0.0 0.2 -0.1
H -0.880152 -6.568058 -1.855018 0.1 -0.1 -0.1
H 0.971569 -4.925010 0.199407 0.1 0.1 0.1
H -0.396765 -4.138465 1.123922 0.4 0.2 0.0
H -0.346097 -4.116259 -0.661176 0.2 0.2 0.0
C -3.534302 2.687314 2.512434 0.2 0.7 -0.4
C -2.801352 1.550679 3.160633 0.1 0.1 0.4
C -1.916159 1.848257 4.339002 -0.1 0.0 0.1
O -2.910360 0.413433 2.770478 -0.2 -0.3 -0.3
H -3.797752 2.426850 1.488569 -0.2 -0.1 0.1
H -2.904523 3.583489 2.486869 0.2 -0.1 -0.1
H -4.408927 3.033817 3.067513 -0.1 -0.4 0.1
H -1.321395 2.745847 4.201958 0.0 0.0 0.0
H -1.277459 0.982422 4.503990 0.0 0.0 0.2
H -2.559915 2.019362 5.206853 0.1 -0.1 0.1
```
Positions in Å, forces in eV/Å.

Output
F_max: 0.0378 hartree/bohr
gap between HOMO and LUMO: 10.04 eV
highest occupied orbital energy: -9.563 eV
energy above the lowest of the compared OMol25 structures with the same formula, charge and spin: 8.8 kJ/mol
2S+1: 1
SMILES: COC(=O)OC.COC(=O)OC.COC(=O)OC.COC(=O)OC.COC(=O)OC.COC(=O)OC.COC(=O)OC.CC(C)=O.CC(C)=O.CC(C)=O
LUMO level: 0.47 eV